[1]
{
  "formula": "C3H4ClFO",
  "method": "ωB97M-V/def2-TZVPD",
  "elements": ["C", "C", "C", "O", "F", "Cl", "H", "H", "H", "H"],
  "positions_angstrom": [[-0.834, 0.266, -0.982], [-0.253, 0.044, 1.073], [0.900, -0.276, -0.024], [-1.199, 0.668, 0.290], [1.360, -1.567, -0.240], [2.093, 0.818, -0.131], [-0.570, 0.983, -1.820], [-1.097, -0.781, -1.364], [-0.645, -0.890, 1.410], [0.245, 0.734, 1.788]],
  "forces_ev_per_angstrom": [[4.532, -2.541, -0.970], [3.125, -0.402, -0.377], [-6.186, -1.177, -1.603], [-0.902, 1.072, -0.986], [-0.658, 1.082, 0.650], [2.505, 1.976, -0.118], [-0.930, -0.399, 1.454], [-0.437, 1.593, 0.759], [-0.029, -0.630, 0.969], [-1.021, -0.571, 0.222]],
  "mulliken_charge": [-0.45, -0.49, 0.46, -0.33, -0.26, -0.16, 0.31, 0.28, 0.28, 0.35],
  "orbital_gap_ev": 9.6,
  "total_energy_ev": -20459.617
}

---

[2]
{
  "formula": "C5H12NS",
  "method": "ωB97M-V/def2-TZVPD",
  "elements": ["C", "C", "S", "C", "N", "C", "C", "H", "H", "H", "H", "H", "H", "H", "H", "H", "H", "H", "H"],
  "positions_angstrom": [[-0.478, -0.463, -0.269], [-2.016, -0.363, -0.423], [-3.056, -0.574, 0.972], [0.288, 0.532, -1.006], [1.638, 1.053, -0.512], [2.687, 0.052, -0.502], [3.501, 0.399, 0.749], [-0.159, -1.605, -0.638], [0.060, -0.570, 0.746], [-2.380, -1.095, -1.232], [-2.184, 0.752, -0.728], [-0.421, 1.373, -1.104], [0.408, 0.008, -1.991], [1.321, 1.351, 0.432], [2.411, -0.985, -0.508], [3.270, 0.164, -1.459], [3.917, 1.361, 0.634], [2.825, 0.262, 1.599], [4.461, -0.142, 0.970]],
  "forces_ev_per_angstrom": [[1.599, -5.358, 2.036], [0.138, 1.414, -1.426], [-0.670, -0.489, 1.534], [1.118, 0.988, -2.803], [-3.332, -0.548, -0.055], [1.413, 0.973, -0.160], [1.136, -1.842, -0.007], [-0.780, 2.573, 0.568], [-1.866, 0.532, -0.509], [0.798, 1.340, 0.701], [0.149, -1.892, -0.237], [0.817, 0.158, -0.315], [0.310, 1.393, 0.161], [1.127, -0.381, -0.470], [-0.760, -0.624, 0.334], [-0.220, 0.090, 0.842], [-0.288, 1.683, 0.191], [0.358, 0.420, 0.073], [-1.048, -0.432, -0.457]],
  "mulliken_charge": [-0.22, -0.46, -0.69, -0.81, -0.48, -0.17, -1.21, 0.10, 0.19, 0.17, 0.06, 0.47, 0.22, 0.30, 0.31, 0.26, 0.31, 0.31, 0.34],
  "total_charge": -1,
  "orbital_gap_ev": 5.6,
  "total_energy_ev": -17703.785,
  "smiles": "CCNCCC[S-]"
}

---

Which formula does entry 2 have? C5H12NS